one:
{"formula": "CH10N3O2", "method": "wB97M-V/def2-TZVPD", "homo_lumo_gap_ha": 0.3658, "total_charge": 1, "symbols": ["O", "O", "N", "N", "N", "C", "H", "H", "H", "H", "H", "H", "H", "H", "H", "H"], "coordinates": [[-0.603, 0.300, -4.178], [1.341, 1.387, 5.601], [-1.071, -0.536, -1.479], [1.147, -0.700, -0.667], [-0.746, -0.326, 0.845], [-0.171, -0.548, -0.443], [-1.570, -0.707, 1.133], [0.594, 0.824, 5.284], [1.800, -0.144, -0.118], [-2.079, -0.348, -1.233], [-0.900, 0.025, -2.421], [0.337, 0.468, -4.305], [1.089, 1.460, 6.511], [-0.976, 0.945, -4.784], [-0.038, -0.361, 1.568], [1.555, -1.430, -1.248]]}

two:
{"formula": "CH10N3O2", "method": "wB97M-V/def2-TZVPD", "homo_lumo_gap_ha": 0.4476, "total_charge": 1, "symbols": ["O", "O", "N", "N", "N", "C", "H", "H", "H", "H", "H", "H", "H", "H", "H", "H"], "coordinates": [[-1.624, -1.381, -3.659], [-0.940, -0.018, -1.138], [-0.082, -0.334, 1.840], [1.311, 0.773, 0.384], [1.764, 0.730, 2.691], [0.984, 0.431, 1.611], [-1.049, -0.414, -2.019], [2.200, 1.121, 0.071], [-1.744, -2.004, -4.398], [-0.369, -0.802, 0.988], [-2.412, -0.850, -3.874], [2.584, 1.286, 2.510], [0.564, 0.710, -0.311], [-0.601, -0.481, 2.680], [-1.846, 0.168, -0.878], [1.260, 1.067, 3.501]]}

two is preferred energetically. Next in line: 129.3 kJ/mol higher.

one:
{"formula": "C2H4P2S2", "method": "wB97M-V/def2-TZVPD", "homo_lumo_gap_ha": 0.3049, "smiles": "PCP=C1SS1", "total_charge": 0, "symbols": ["S", "S", "P", "P", "C", "C", "H", "H", "H", "H"], "coordinates": [[-2.509, -1.463, -0.409], [-3.591, 0.233, 0.124], [1.536, -0.798, 0.904], [-0.613, 1.237, 0.133], [-1.867, 0.128, 0.091], [0.804, 0.237, -0.495], [1.554, 0.389, 1.644], [2.699, -0.562, 0.229], [1.463, 1.018, -0.950], [0.525, -0.420, -1.272]]}

two:
{"formula": "C2H4P2S2", "method": "wB97M-V/def2-TZVPD", "homo_lumo_gap_ha": 0.2958, "smiles": "SS[P@@]12=P(=C1)C2", "total_charge": 0, "symbols": ["S", "S", "P", "P", "C", "C", "H", "H", "H", "H"], "coordinates": [[0.318, -1.378, 1.815], [-1.614, -0.658, 2.190], [-0.178, -1.159, -0.304], [1.104, 0.560, -1.860], [1.353, -0.999, -1.245], [-0.190, 0.684, -0.451], [-1.201, 1.135, -0.658], [0.331, 1.063, 0.362], [-1.125, 0.393, 3.054], [2.196, -1.773, -1.369]]}

three:
{"formula": "C2H4P2S2", "method": "wB97M-V/def2-TZVPD", "homo_lumo_gap_ha": 0.2891, "total_charge": 0, "symbols": ["S", "S", "P", "P", "C", "C", "H", "H", "H", "H"], "coordinates": [[-2.507, 1.252, -0.021], [-2.897, -0.846, 0.150], [-0.959, -1.455, 0.006], [-0.418, 1.360, -0.201], [-0.064, 0.300, 1.340], [-0.378, -0.160, -1.267], [0.812, 0.108, 1.858], [0.683, -0.433, -1.575], [-0.875, -0.146, -2.278], [-0.918, 0.193, 2.082]]}

three is preferred energetically. Next in line: 44.9 kJ/mol higher.

one:
{"formula": "C6H15N2", "method": "wB97M-V/def2-TZVPD", "homo_lumo_gap_ha": [0.3533, 0.2144], "total_charge": 2, "multiplicity": 2, "symbols": ["N", "N", "C", "C", "C", "C", "C", "C", "H", "H", "H", "H", "H", "H", "H", "H", "H", "H", "H", "H", "H", "H", "H"], "coordinates": [[-2.524, -0.764, 0.620], [2.069, 0.368, -1.376], [-1.593, -0.054, 1.579], [2.340, 0.853, -0.209], [-0.128, -0.210, 1.230], [1.471, -0.897, -1.662], [1.251, -1.283, -2.940], [-2.009, 1.447, 1.514], [2.794, 1.829, -0.108], [0.895, -2.312, -3.170], [0.478, 0.483, 1.868], [-2.223, -0.436, -0.341], [1.386, -1.603, -0.840], [-3.035, 1.592, 1.958], [-1.781, -0.486, 2.618], [2.246, 0.941, -2.219], [-1.975, 1.716, 0.441], [-2.208, -1.758, 0.532], [0.035, 0.066, 0.169], [1.479, -0.687, -3.869], [0.225, -1.208, 1.464], [-1.305, 2.108, 2.057], [2.110, 0.293, 0.683]]}

two:
{"formula": "C6H15N2", "method": "wB97M-V/def2-TZVPD", "homo_lumo_gap_ha": [0.3860, 0.3522], "total_charge": 2, "multiplicity": 2, "symbols": ["N", "N", "C", "C", "C", "C", "C", "C", "H", "H", "H", "H", "H", "H", "H", "H", "H", "H", "H", "H", "H", "H", "H"], "coordinates": [[0.834, -1.857, 0.156], [-1.623, 1.013, 2.229], [1.701, 0.368, -0.882], [-1.999, -0.006, -0.458], [1.868, -1.191, -0.649], [-0.675, 1.164, 1.351], [0.266, 0.985, -0.984], [-0.761, 0.662, 0.046], [2.865, -1.200, -0.258], [-2.561, -0.574, 0.266], [-2.518, 0.721, 1.909], [-1.518, 1.467, 3.123], [0.427, 2.065, -0.901], [2.112, 0.508, -1.835], [-0.048, 0.809, -2.002], [1.162, -2.672, 0.687], [-1.864, -0.607, -1.356], [2.333, 0.867, -0.152], [1.936, -1.636, -1.639], [0.396, -1.340, 0.906], [-2.604, 0.869, -0.727], [0.186, 1.785, 1.601], [0.084, -2.199, -0.430]]}

two is preferred energetically. Next in line: 302.5 kJ/mol higher.

one:
{"formula": "C4H6Cl2O2", "method": "wB97M-V/def2-TZVPD", "homo_lumo_gap_ha": 0.3773, "smiles": "O[C@@H]1CC(Cl)(Cl)[C@@H]1O", "total_charge": 0, "symbols": ["Cl", "Cl", "O", "O", "C", "C", "C", "C", "H", "H", "H", "H", "H", "H"], "coordinates": [[1.647, 0.546, 2.180], [2.578, 0.531, -0.470], [-1.728, -0.073, -0.991], [0.298, -1.379, -1.082], [0.225, -1.047, 0.231], [1.276, 0.174, 0.513], [-0.909, 0.048, 0.204], [0.154, 1.109, 0.017], [-1.607, 0.377, 1.234], [0.519, 1.608, -0.947], [0.236, -2.119, 0.712], [-0.492, -0.973, -1.572], [0.218, 1.997, 0.697], [-2.416, -0.800, -0.727]]}

two:
{"formula": "C4H6Cl2O2", "method": "wB97M-V/def2-TZVPD", "homo_lumo_gap_ha": 0.3776, "smiles": "OC/C=C/C(O)(Cl)Cl", "total_charge": 0, "symbols": ["Cl", "Cl", "O", "O", "C", "C", "C", "C", "H", "H", "H", "H", "H", "H"], "coordinates": [[2.721, -1.547, 0.564], [2.734, 1.453, 0.394], [-2.864, 0.672, -0.123], [1.660, -0.047, -1.410], [0.500, -0.045, 0.597], [-1.939, -0.147, 0.567], [1.798, -0.034, -0.109], [-0.607, -0.162, -0.100], [-2.461, 1.039, -0.927], [-2.172, -1.273, 0.438], [-0.666, -0.251, -1.118], [0.662, 0.145, 1.579], [-1.748, -0.119, 1.702], [2.383, 0.314, -2.056]]}

two is preferred energetically. Next in line: 110.8 kJ/mol higher.